{
  "formula": "C35H27F5IN7O2OsSSe",
  "method": "the ωB97M-V functional and the def2-TZVPD basis",
  "s_squared": 6.052,
  "homo_ev": [-12.1, -12.4],
  "total_charge": 2,
  "spin_multiplicity": 5,
  "homo_lumo_gap_ev": [6.80, 6.03],
  "e_lumo_ev": [-5.276, -6.319],
  "relative_energy_kcal_mol": 7.3,
  "species": ["Os", "C", "N", "C", "C", "N", "C", "C", "C", "C", "C", "C", "N", "C", "N", "C", "C", "C", "C", "C", "C", "N", "H", "H", "H", "H", "H", "H", "H", "H", "H", "H", "H", "H", "H", "H", "H", "C", "C", "C", "C", "N", "C", "S", "N", "C", "H", "H", "H", "H", "H", "H", "H", "H", "I", "C", "C", "C", "C", "C", "C", "C", "O", "O", "H", "H", "H", "H", "F", "C", "C", "F", "C", "F", "C", "Se", "C", "F", "C", "F"],
  "coordinates": [[1.0258, -0.9593, 0.9522], [1.6654, -3.6356, 2.2149], [0.5395, -2.6694, 2.1802], [-0.7788, -3.1918, 1.7570], [-1.5648, -2.0656, 1.1422], [-1.0755, -0.8612, 0.8410], [-2.1350, -0.1107, 0.3565], [-2.2808, 1.3712, 0.1913], [-3.5459, 1.7198, -0.6395], [-4.7234, 0.8012, -0.4218], [-4.5877, -0.4397, 0.0352], [-3.2507, -0.8878, 0.3634], [-2.8709, -2.1187, 0.8541], [2.9211, -2.9140, 1.8296], [2.9022, -1.7292, 1.2339], [4.2332, -1.3724, 0.9973], [4.7861, -0.2187, 0.4513], [6.1621, -0.1652, 0.3759], [6.9696, -1.2183, 0.8361], [6.4285, -2.3570, 1.3964], [5.0421, -2.4033, 1.4668], [4.1694, -3.3616, 1.9872], [1.4707, -4.4353, 1.4981], [1.7685, -4.0913, 3.2011], [0.4606, -2.2152, 3.0920], [-1.3320, -3.6049, 2.6043], [-0.6277, -3.9959, 1.0343], [-2.3837, 1.7979, 1.1910], [-3.8380, 2.7341, -0.3575], [-5.7005, 1.1826, -0.6824], [-5.4380, -1.0932, 0.1790], [-3.4859, -2.9003, 1.0223], [4.1685, 0.6022, 0.1151], [6.6359, 0.7129, -0.0404], [8.0442, -1.1283, 0.7580], [7.0516, -3.1605, 1.7644], [4.4354, -4.2320, 2.4199], [-0.3443, 0.5682, -5.6682], [-0.3472, -0.2798, -4.4453], [-1.1086, -1.3974, -4.2527], [-1.0438, -2.0418, -3.0118], [-0.2365, -1.6356, -2.0307], [0.5304, -0.5700, -2.2400], [1.6752, 0.0229, -1.1098], [0.4557, 0.0982, -3.4223], [-1.8772, -3.2517, -2.7508], [-1.0269, 0.1707, -6.4137], [0.6571, 0.6198, -6.0989], [-0.6563, 1.5828, -5.4121], [-1.7720, -1.7462, -5.0296], [1.0172, 0.9374, -3.5177], [-2.8410, -3.1870, -3.2528], [-2.0193, -3.3872, -1.6814], [-1.3603, -4.1324, -3.1409], [0.6927, 5.3994, 7.3636], [0.7792, 3.9431, 5.8850], [0.5099, 4.2869, 4.5643], [0.5729, 3.3163, 3.5810], [0.8945, 2.0028, 3.9152], [1.1624, 1.6669, 5.2396], [1.1088, 2.6358, 6.2256], [0.9542, 0.9755, 2.8634], [1.1307, -0.2558, 3.1577], [0.8260, 1.2790, 1.6430], [0.2583, 5.3067, 4.3092], [0.3796, 3.5733, 2.5477], [1.4167, 0.6463, 5.4914], [1.3224, 2.3798, 7.2539], [-4.6509, 3.3486, -5.0983], [-3.7778, 3.0626, -4.1457], [-2.4842, 3.6410, -4.2299], [-2.1833, 4.4091, -5.2594], [-1.5576, 3.4094, -3.2116], [-0.3760, 4.0391, -3.2637], [-1.8572, 2.6036, -2.1581], [-0.8152, 2.4030, -0.6139], [-3.1068, 1.7999, -2.1176], [-2.7487, 0.4357, -2.4766], [-4.0991, 2.2399, -3.1242], [-5.3148, 1.6960, -3.0635]]
}


{
  "formula": "BrClIO3P",
  "method": "the ωB97M-V functional and the def2-TZVPD basis",
  "homo_ev": -9.7,
  "homo_lumo_gap_ev": 8.07,
  "e_lumo_ev": -1.619,
  "relative_energy_kcal_mol": 42.3,
  "species": ["O", "O", "O", "P", "Cl", "Br", "I"],
  "coordinates": [[1.2798, -1.2544, 0.2489], [0.6479, 1.2652, 0.6309], [-0.5865, 0.1262, -1.6943], [0.2590, -0.2670, 0.2727], [2.2969, 1.3939, 0.9203], [-2.2214, -0.5186, -1.8700], [-1.6758, -0.7453, 1.4915]]
}


{
  "formula": "C26H37MnN2",
  "method": "the ωB97M-V functional and the def2-TZVPD basis",
  "s_squared": 4.038,
  "homo_ev": [-10.2, -10.7],
  "total_charge": 1,
  "spin_multiplicity": 4,
  "homo_lumo_gap_ev": [6.45, 6.65],
  "e_lumo_ev": [-3.708, -4.038],
  "relative_energy_kcal_mol": 0.0,
  "species": ["C", "C", "C", "C", "C", "Mn", "C", "C", "H", "C", "H", "H", "C", "H", "H", "H", "C", "H", "H", "H", "C", "H", "H", "H", "C", "H", "H", "H", "C", "H", "H", "H", "C", "H", "H", "H", "C", "H", "H", "H", "C", "C", "C", "C", "H", "C", "H", "C", "H", "H", "H", "C", "C", "C", "C", "N", "N", "C", "H", "H", "H", "H", "H", "H", "H", "H"],
  "coordinates": [[1.0551, -2.1164, 0.8556], [1.4981, -1.3486, -0.2734], [0.5922, -1.5563, -1.3763], [-0.4391, -2.4308, -0.9079], [-0.1733, -2.7431, 0.4787], [-0.4565, -0.6149, 0.2351], [-3.3736, 1.0869, -0.9901], [-2.7129, 0.6555, 0.2135], [-2.3562, 1.3488, 0.9496], [-2.4654, -0.7778, 0.4171], [-2.9395, -1.4361, -0.3101], [-2.6202, -1.0985, 1.5237], [-3.3447, 2.5552, -1.1495], [-2.6742, 3.2118, -0.5062], [-3.0577, 2.9218, -2.2072], [-4.4364, 2.9707, -1.0016], [-2.8779, 0.4068, -2.2231], [-1.8443, -0.0298, -2.2550], [-3.5824, -0.4184, -2.5195], [-2.7930, 1.1090, -3.1338], [2.8120, -0.6478, -0.3762], [3.2537, -0.4379, 0.6230], [3.5495, -1.2223, -0.9795], [2.6642, 0.3383, -0.8602], [0.8332, -1.1260, -2.7747], [1.2459, -0.1072, -2.7930], [1.5441, -1.7951, -3.2773], [-0.0975, -1.1302, -3.3596], [-1.4729, -3.1061, -1.7443], [-1.6907, -2.5296, -2.6580], [-1.1288, -4.1078, -2.0627], [-2.4185, -3.2535, -1.1961], [-0.9004, -3.7401, 1.3067], [-1.9552, -3.8416, 0.9973], [-0.4359, -4.7424, 1.2236], [-0.8843, -3.4655, 2.3787], [1.8139, -2.3905, 2.0905], [1.1563, -2.3847, 2.9742], [2.2864, -3.3855, 2.0432], [2.6152, -1.6605, 2.2582], [1.7012, 2.1669, -1.2436], [0.4438, 2.6449, -1.8576], [2.8161, 2.6449, -1.8395], [0.4119, 2.6469, -3.3218], [-0.6568, 2.7328, -1.6874], [2.7616, 3.0206, -3.2618], [3.6715, 2.8373, -1.1970], [1.5472, 2.8935, -4.0167], [-0.6156, 2.6285, -3.8620], [3.6895, 3.3888, -3.6451], [1.5828, 2.9756, -5.1004], [2.7507, 2.0027, 3.7523], [1.5139, 1.2987, 3.3588], [0.4467, 0.8482, 4.1123], [-0.4591, 0.2595, 3.2422], [0.0248, 0.3252, 1.9674], [1.2441, 0.9793, 2.0509], [-1.7437, -0.3587, 3.6140], [2.4883, 2.9499, 4.2455], [3.3048, 1.3993, 4.4870], [3.4037, 2.2159, 2.9051], [0.3337, 0.9270, 5.1775], [1.7984, 1.1766, 1.2692], [-1.8349, -1.4014, 3.2666], [-1.8134, -0.3858, 4.7073], [-2.5998, 0.2230, 3.2432]]
}


{
  "formula": "C7H10",
  "method": "the ωB97M-V functional and the def2-TZVPD basis",
  "smiles": "C[C@@]12CC[C@H]3[C@@H]1[C@H]32",
  "homo_ev": -9.4,
  "homo_lumo_gap_ev": 10.53,
  "e_lumo_ev": 1.181,
  "relative_energy_kcal_mol": 49.5,
  "species": ["C", "C", "C", "C", "C", "C", "C", "H", "H", "H", "H", "H", "H", "H", "H", "H", "H"],
  "coordinates": [[2.0805, -0.0766, 0.1094], [0.5790, 0.0276, 0.0781], [-0.3176, -0.9141, 0.9051], [-1.6440, -0.6972, 0.1718], [-0.1341, 0.5010, -1.1799], [-1.4024, 0.6962, -0.4288], [-0.1045, 1.3551, -0.0032], [2.5234, 0.5884, -0.6401], [2.4821, 0.2003, 1.0908], [2.4041, -1.0999, -0.1110], [-0.3627, -0.5792, 1.9515], [0.0063, -1.9598, 0.8934], [-2.5699, -0.8616, 0.7223], [0.0737, 0.5021, -2.2365], [-1.6364, -1.3902, -0.6836], [-2.2011, 1.3341, -0.8003], [0.2235, 2.3739, 0.1609]]
}


{
  "formula": "C2HNO3",
  "method": "the ωB97M-V functional and the def2-TZVPD basis",
  "homo_ev": [-9.2, -9.6],
  "homo_lumo_gap_ev": [7.96, 7.92],
  "e_lumo_ev": [-1.272, -1.639],
  "relative_energy_kcal_mol": 202.8,
  "species": ["C", "C", "N", "O", "O", "O", "H"],
  "coordinates": [[1.3960, 0.0055, 0.1601], [0.2256, -0.1951, 0.7605], [-1.4499, 0.2671, -0.2552], [-1.9199, 1.3096, 0.0287], [-1.7843, -0.5639, -0.9870], [1.1430, -1.3093, 0.2299], [2.3895, 0.4861, 0.0631]]
}


{
  "formula": "C4H10N2O",
  "method": "the ωB97M-V functional and the def2-TZVPD basis",
  "smiles": "CCCNC(N)=O",
  "homo_ev": -9.7,
  "homo_lumo_gap_ev": 10.51,
  "e_lumo_ev": 0.844,
  "relative_energy_kcal_mol": 6.8,
  "species": ["C", "N", "C", "N", "O", "C", "C", "H", "H", "H", "H", "H", "H", "H", "H", "H", "H"],
  "coordinates": [[0.1697, 0.2422, 0.1207], [-1.2803, 0.2558, -0.0607], [-1.9445, 0.7771, -1.1816], [-1.1680, 0.9915, -2.2994], [-3.1231, 1.0446, -1.1095], [0.5398, -0.8119, 1.1513], [2.0384, -0.9167, 1.3874], [0.5122, 1.2377, 0.4186], [0.6668, 0.0629, -0.8350], [-1.7551, 0.6693, 0.7324], [-0.3807, 0.3712, -2.3835], [-1.6893, 1.2107, -3.1325], [0.0068, -0.5380, 2.0620], [0.1477, -1.7591, 0.7898], [2.4389, 0.0193, 1.7792], [2.2680, -1.7025, 2.1013], [2.5529, -1.1540, 0.4596]]
}


{
  "formula": "C5H8O2",
  "method": "the ωB97M-V functional and the def2-TZVPD basis",
  "smiles": "C#C[C@](C)(O)CO",
  "homo_ev": -10.3,
  "homo_lumo_gap_ev": 10.97,
  "e_lumo_ev": 0.715,
  "relative_energy_kcal_mol": 67.3,
  "species": ["C", "C", "O", "C", "O", "C", "C", "H", "H", "H", "H", "H", "H", "H", "H"],
  "coordinates": [[-0.5826, -1.5952, 0.6386], [-0.1720, -0.4670, -0.2808], [-0.8009, -0.5914, -1.5244], [-0.5596, 0.9194, 0.3127], [-0.3858, 1.9379, -0.6544], [1.3092, -0.3869, -0.3850], [2.2355, 0.3207, -0.0776], [-1.6331, -1.4761, 0.9156], [0.0337, -1.5818, 1.5424], [-0.4363, -2.5496, 0.1278], [-0.7755, 0.3085, -1.8935], [0.0062, 1.1284, 1.2330], [-1.6267, 0.9024, 0.5427], [0.5649, 2.0268, -0.8236], [2.8230, 1.1038, 0.3264]]
}


{
  "formula": "C4H5N3",
  "method": "the ωB97M-V functional and the def2-TZVPD basis",
  "s_squared": 2.013,
  "homo_ev": [-18.4, -21.9],
  "total_charge": 2,
  "spin_multiplicity": 3,
  "homo_lumo_gap_ev": [6.35, 7.09],
  "e_lumo_ev": [-12.016, -14.810],
  "species": ["C", "C", "C", "C", "N", "N", "N", "H", "H", "H", "H", "H"],
  "coordinates": [[-1.4917, 0.5871, 1.2814], [-0.4575, -0.1910, 2.0191], [0.4658, -0.3271, -0.2298], [-0.8094, 0.5842, -0.9415], [0.3802, -0.5048, 1.1333], [-1.5977, 0.8345, 0.1367], [1.5412, -0.6574, -0.8319], [-0.2492, -0.4962, 3.0637], [-0.5151, 1.5654, -1.3220], [-1.3411, 0.2491, -1.9749], [1.7124, -0.5713, -1.8837], [2.3621, -1.0726, -0.4503]]
}


{
  "formula": "C6H16O2",
  "method": "the ωB97M-V functional and the def2-TZVPD basis",
  "smiles": "CCCCCCO.O",
  "homo_ev": -9.9,
  "homo_lumo_gap_ev": 10.88,
  "e_lumo_ev": 0.933,
  "relative_energy_kcal_mol": 17.1,
  "species": ["C", "O", "C", "C", "C", "C", "C", "H", "H", "H", "H", "H", "H", "H", "H", "H", "H", "H", "H", "H", "H", "H", "H", "O"],
  "coordinates": [[-0.8729, -0.5742, 3.1544], [-0.7398, -1.8266, 3.8324], [0.4644, -0.1171, 2.6005], [0.2054, 0.6115, 1.2501], [0.1183, -0.3248, 0.0673], [0.3569, 0.3743, -1.2747], [1.7242, 1.0236, -1.4686], [-1.4959, -0.8247, 2.2995], [-1.3563, 0.1991, 3.7497], [-1.4084, -1.9818, 4.5000], [1.2516, -0.8597, 2.5289], [0.8124, 0.7277, 3.2048], [1.0131, 1.3439, 1.1213], [-0.6377, 1.2926, 1.4096], [-0.8606, -0.7882, 0.0234], [0.8306, -1.1399, 0.1516], [0.2308, -0.4069, -2.0226], [-0.4201, 1.1023, -1.5165], [2.1020, 0.8431, -2.4728], [1.7327, 2.1067, -1.3271], [2.4710, 0.6828, -0.7527], [-1.4889, -1.1075, -6.6890], [-2.0393, 0.2747, -6.3443], [-1.9933, -0.6309, -6.0252]]
}


{
  "formula": "C4H3F3",
  "method": "the ωB97M-V functional and the def2-TZVPD basis",
  "smiles": "F/C=C\\C(F)=C\\F",
  "homo_ev": -9.5,
  "homo_lumo_gap_ev": 10.20,
  "e_lumo_ev": 0.659,
  "relative_energy_kcal_mol": 36.8,
  "species": ["C", "C", "C", "C", "H", "H", "H", "F", "F", "F"],
  "coordinates": [[-1.0401, -0.7616, 1.6486], [-0.6710, -1.0990, 0.4345], [0.2361, -0.3820, -0.5387], [0.5440, 0.8780, -0.5289], [-1.4688, -1.3157, 2.4918], [-0.5915, -2.3248, 0.4123], [0.4092, 1.5366, 0.4025], [-1.0221, 0.5861, 1.8342], [0.5763, -1.2023, -1.5742], [1.2499, 1.7597, -1.3045]]
}


{
  "formula": "H14NO5",
  "method": "the ωB97M-V functional and the def2-TZVPD basis",
  "homo_ev": -14.9,
  "total_charge": 1,
  "homo_lumo_gap_ev": 11.85,
  "e_lumo_ev": -3.088,
  "relative_energy_kcal_mol": 36.9,
  "species": ["N", "H", "H", "H", "H", "H", "H", "O", "H", "H", "O", "H", "H", "O", "H", "H", "O", "H", "H", "O"],
  "coordinates": [[0.1678, 0.7693, 0.6561], [-0.4493, -0.0725, 0.6465], [0.3110, 1.0925, 1.6024], [-0.4569, 1.4661, 0.0791], [1.1583, 0.7011, 0.3187], [1.1112, -2.0222, -0.5295], [2.0568, -2.9272, 0.2868], [1.4815, -2.1698, 0.3442], [-2.1292, -2.1048, 0.0577], [-3.0725, -0.8599, 0.5269], [-2.1623, -1.1377, 0.4323], [2.3679, 2.1980, 3.3390], [1.1894, 1.5244, 4.0051], [1.6383, 1.6550, 3.1644], [0.0970, -0.5529, -3.7286], [-0.2247, -1.5437, -2.7419], [0.3633, -0.8254, -2.8746], [-1.9501, 1.6726, -2.1142], [-0.3303, 1.4345, -2.0233], [-1.1672, 1.7026, -1.4470]]
}


{
  "formula": "C34H37CaN8O2S",
  "method": "the ωB97M-V functional and the def2-TZVPD basis",
  "homo_ev": -9.3,
  "total_charge": 1,
  "homo_lumo_gap_ev": 7.46,
  "e_lumo_ev": -1.890,
  "relative_energy_kcal_mol": 0.0,
  "species": ["Ca", "C", "N", "C", "C", "N", "C", "C", "C", "C", "C", "C", "N", "C", "N", "C", "C", "C", "C", "C", "C", "N", "H", "H", "H", "H", "H", "H", "H", "H", "H", "H", "H", "H", "H", "H", "H", "C", "C", "C", "C", "C", "C", "N", "C", "C", "C", "C", "C", "C", "C", "O", "O", "C", "C", "H", "H", "H", "H", "H", "H", "H", "H", "H", "H", "H", "H", "H", "H", "C", "N", "C", "S", "N", "C", "H", "H", "H", "H", "H", "H", "H", "H"],
  "coordinates": [[-0.0953, 0.1575, -0.0534], [-2.4843, 2.1218, 1.0894], [-2.2692, 0.6730, 1.0179], [-3.2066, -0.0968, 0.2018], [-2.5661, -1.3925, -0.2207], [-1.3254, -1.7202, 0.0412], [-1.1006, -2.9128, -0.6476], [0.0592, -3.6726, -0.7733], [-0.0014, -4.8027, -1.5627], [-1.1865, -5.1787, -2.2134], [-2.3427, -4.4324, -2.1011], [-2.2680, -3.2919, -1.3117], [-3.1914, -2.3041, -1.0020], [-1.4805, 2.8460, 0.2289], [-0.2802, 2.3841, -0.0129], [0.3276, 3.3233, -0.8438], [1.5839, 3.3040, -1.4448], [1.9169, 4.3744, -2.2491], [1.0278, 5.4412, -2.4522], [-0.2228, 5.4680, -1.8679], [-0.5537, 4.3831, -1.0654], [-1.7010, 4.0459, -0.3622], [-2.3437, 2.4468, 2.1219], [-3.5006, 2.4024, 0.7977], [-2.1992, 0.2706, 1.9448], [-3.4287, 0.4709, -0.7062], [-4.1557, -0.2983, 0.7113], [0.9763, -3.3751, -0.2821], [0.8819, -5.4135, -1.6910], [-1.1914, -6.0721, -2.8226], [-3.2544, -4.7195, -2.6072], [-4.1274, -2.2308, -1.3628], [2.2587, 2.4715, -1.2902], [2.8800, 4.3953, -2.7403], [1.3281, 6.2616, -3.0896], [-0.9047, 6.2907, -2.0360], [-2.5459, 4.5890, -0.3120], [5.0016, -5.0516, -5.6972], [5.1039, -3.7107, -5.0182], [6.3535, -3.1311, -4.8252], [6.4860, -1.9007, -4.2024], [5.3541, -1.2208, -3.7888], [4.0977, -1.7820, -3.9804], [2.9550, -1.0658, -3.5339], [1.9858, -0.5725, -4.3626], [2.1921, -0.5406, -5.7541], [1.2256, -0.0532, -6.6041], [0.0083, 0.4237, -6.1154], [-0.2071, 0.4026, -4.7572], [0.7551, -0.0832, -3.8638], [0.4198, -0.0641, -2.4287], [1.3041, -0.3803, -1.5475], [-0.7479, 0.2717, -2.0579], [3.9558, -3.0407, -4.5765], [2.5905, -3.6533, -4.7387], [5.9846, -5.4001, -6.0084], [4.3619, -5.0020, -6.5801], [4.5759, -5.8047, -5.0310], [7.2363, -3.6539, -5.1726], [7.4659, -1.4659, -4.0556], [5.4257, -0.2452, -3.3248], [2.7767, -0.9637, -2.5458], [3.1341, -0.8960, -6.1504], [1.4226, -0.0361, -7.6688], [-0.7468, 0.8033, -6.7893], [-1.1354, 0.7646, -4.3374], [2.1396, -3.3717, -5.6942], [1.9166, -3.3104, -3.9536], [2.6388, -4.7401, -4.7053], [3.6065, -1.6926, 3.7213], [2.3869, -1.1386, 3.1659], [1.8073, 0.0071, 3.5602], [0.3952, 0.5768, 2.8105], [2.3899, 0.6631, 4.5668], [1.9167, 1.9209, 5.1200], [3.8270, -2.6241, 3.2089], [3.4951, -1.9169, 4.7850], [4.4537, -1.0181, 3.5781], [1.9174, -1.6310, 2.4269], [3.1779, 0.2332, 5.0212], [1.4968, 2.5306, 4.3250], [2.7608, 2.4415, 5.5658], [1.1505, 1.7601, 5.8787]]
}